(1)
The following is a DFT calculation (wB97M-V/def2-TZVPD) of a molecular structure, C25H24GaN8O3.

Structure (XYZ):
```
61
Properties=species:S:1:pos:R:3
Ga -0.03 0.27 -0.25
O 0.06 2.15 0.16
C 0.11 2.66 1.38
C -0.33 3.98 1.57
C -0.34 4.57 2.81
C 0.12 3.87 3.93
C 0.59 2.59 3.77
C 0.61 1.96 2.51
C 1.34 0.74 2.36
N 1.34 0.10 1.24
N 2.31 -0.80 0.95
C 2.29 -1.11 -0.32
O 1.40 -0.66 -1.16
C 3.33 -2.03 -0.82
C 4.05 -2.83 0.07
C 4.99 -3.72 -0.42
C 5.22 -3.81 -1.79
C 4.53 -2.99 -2.67
C 3.58 -2.10 -2.18
H -0.66 4.55 0.70
H -0.70 5.59 2.92
H 0.12 4.34 4.90
H 0.96 2.05 4.62
H 2.03 0.44 3.14
H 3.86 -2.75 1.12
H 5.54 -4.36 0.25
H 5.95 -4.51 -2.17
H 4.73 -3.04 -3.73
H 3.04 -1.46 -2.86
N -2.41 2.56 -0.89
C -2.94 1.50 -0.31
N -4.26 1.47 -0.17
C -4.78 0.44 0.48
N -6.10 0.38 0.65
N -4.05 -0.56 1.00
C -2.77 -0.51 0.74
N -2.14 0.47 0.09
C -1.95 -1.65 1.17
C -2.44 -2.60 2.06
C -1.62 -3.66 2.41
C -0.37 -3.76 1.81
C 0.02 -2.79 0.91
N -0.74 -1.74 0.62
H -3.04 3.33 -1.08
H -1.41 2.71 -0.78
H -6.69 1.06 0.22
H -6.50 -0.38 1.18
H -3.43 -2.47 2.46
H -1.96 -4.40 3.12
H 0.29 -4.58 2.04
H 0.98 -2.85 0.41
C -1.27 2.04 -4.09
C -0.34 1.21 -3.27
C 1.00 0.94 -3.84
O -0.69 0.78 -2.17
H -1.36 1.63 -5.09
H -0.85 3.04 -4.19
H -2.25 2.12 -3.62
H 1.17 1.46 -4.78
H 1.11 -0.13 -3.98
H 1.75 1.24 -3.11
```

Output
Charge: +1
2S+1: 1
Energy (eV): -96753.199
Frontier orbital gap (eV): 7.21
LUMO (eV): -3.2
Relative energy (zero: lowest compared OMol25 entry of this formula, charge and spin) (kJ/mol): 87.32

(2)
The following is a DFT calculation (wB97M-V/def2-TZVPD) of 2 unconnected molecules or ions with the total composition C15H18BrF7N3O7PS.

Structure (XYZ):
```
53
Properties=species:S:1:pos:R:3
C 1.79 2.53 -1.91
C 0.48 1.54 -1.87
Br -1.11 2.73 -1.85
C 0.63 0.56 -0.59
C 0.11 -0.89 -1.03
C -1.38 -1.38 -0.71
S -2.68 -0.37 0.12
O -2.26 0.97 0.65
O -3.35 -1.09 1.30
C -3.96 0.03 -1.23
F -3.68 -0.61 -2.47
F -4.09 1.46 -1.35
F -5.24 -0.40 -0.70
C -1.83 -2.87 -1.13
C -3.30 -3.38 -0.78
O -3.67 -4.68 -1.27
O -4.30 -4.57 -2.47
C -0.77 -3.78 -1.85
N -0.99 -5.19 -2.28
C -0.58 -6.03 -1.36
O -0.32 -6.91 -0.53
C 0.63 -3.17 -2.15
F 1.59 -4.01 -2.82
N 1.03 -1.79 -1.76
P 2.70 -1.35 -2.25
N 2.96 -1.60 -3.83
H 2.74 2.04 -1.50
H 1.55 3.48 -1.28
H 1.97 2.94 -2.99
H 0.54 0.93 -2.85
H 0.19 0.97 0.40
H 1.77 0.50 -0.37
H -3.36 -3.44 0.39
H -4.15 -2.66 -1.07
H -3.61 -4.81 -3.14
H 3.01 0.03 -2.02
H 3.61 -2.17 -1.46
H 3.72 -2.31 -3.89
C 2.01 4.26 5.09
C 0.97 3.15 5.09
O 0.31 2.99 3.84
C 0.98 2.28 2.77
O 1.42 1.11 3.18
C 2.08 3.14 2.04
F 1.70 4.44 1.94
F 2.25 2.71 0.76
F 3.30 3.14 2.62
H 1.66 5.14 4.54
H 2.24 4.56 6.12
H 2.94 3.93 4.64
H 0.19 3.44 5.80
H 1.38 2.21 5.47
H 0.18 2.27 2.01
```

Output
Charge: 0
2S+1: 1
Energy (eV): -143821.093
Frontier orbital gap (eV): 2.54
LUMO (eV): -3.9

(3)
The following is a DFT calculation (wB97M-V/def2-TZVPD) of a single C2HF4P molecule.

Structure (XYZ):
```
8
Properties=species:S:1:pos:R:3
F -2.47 1.78 -0.24
C -1.09 0.96 -0.33
P -0.86 -0.16 0.87
C 0.91 -0.82 0.28
F 1.60 -1.06 1.52
F 1.63 0.09 -0.40
F 0.85 -1.98 -0.37
H -0.57 1.19 -1.32
```

Output
Charge: 0
2S+1: 1
Energy (eV): -22246.524
Frontier orbital gap (eV): 10.11
LUMO (eV): -0.8
Relative energy (zero: lowest compared OMol25 entry of this formula, charge and spin) (kJ/mol): 239.73

(4)
The following is a DFT calculation (wB97M-V/def2-TZVPD) of 5 unconnected molecules or ions with the total composition C31H72N3O3.

Structure (XYZ):
```
109
Properties=species:S:1:pos:R:3
N 3.36 -1.46 -0.16
C 2.34 -1.65 -1.21
C 1.06 -0.84 -1.03
N 0.53 -0.86 0.37
C 0.86 0.40 1.13
C 0.10 0.45 2.47
O -0.45 -0.79 2.87
C -1.23 -1.45 1.90
C -0.93 -2.96 2.08
O -0.54 -3.59 0.86
N -1.62 -4.28 0.26
O -1.53 -4.28 -0.90
C -0.95 -1.01 0.47
H 3.83 -2.34 -0.02
H 2.97 -1.20 0.75
H 2.10 -2.71 -1.31
H 2.78 -1.35 -2.15
H 0.31 -1.25 -1.68
H 1.22 0.18 -1.36
H 0.96 -1.66 0.85
H 0.49 1.20 0.50
H 1.93 0.54 1.22
H 0.83 0.72 3.23
H -0.64 1.25 2.49
H -2.30 -1.33 2.10
H -0.08 -3.04 2.75
H -1.75 -3.47 2.57
H -1.36 -1.66 -0.29
H -1.37 -0.02 0.29
C 3.41 2.54 -1.27
C 2.47 3.61 -1.82
C 1.34 3.03 -2.67
C 1.79 2.29 -3.93
C 2.64 3.11 -4.90
C 1.89 4.32 -5.48
H 3.92 1.99 -2.06
H 4.18 3.00 -0.64
H 2.87 1.82 -0.65
H 3.04 4.34 -2.40
H 2.03 4.16 -0.99
H 0.66 3.84 -2.95
H 0.75 2.34 -2.05
H 0.90 1.92 -4.45
H 2.36 1.39 -3.65
H 2.94 2.46 -5.73
H 3.56 3.44 -4.42
H 0.99 4.00 -6.00
H 2.52 4.85 -6.18
H 1.61 5.02 -4.70
C -1.00 -3.35 -5.16
C 0.35 -3.81 -5.68
C 1.52 -3.00 -5.14
C 1.52 -1.51 -5.48
C 1.49 -1.17 -6.96
C 2.72 -1.67 -7.72
H -1.22 -2.32 -5.45
H -1.81 -3.97 -5.55
H -1.04 -3.40 -4.06
H 0.35 -3.79 -6.77
H 0.50 -4.86 -5.40
H 2.45 -3.46 -5.48
H 1.53 -3.08 -4.04
H 2.41 -1.06 -5.02
H 0.66 -1.04 -4.99
H 1.44 -0.08 -7.06
H 0.59 -1.56 -7.43
H 3.64 -1.25 -7.30
H 2.67 -1.37 -8.77
H 2.80 -2.75 -7.69
C -8.17 -0.68 2.92
C -8.02 -1.44 1.61
C -6.76 -2.31 1.55
C -5.45 -1.54 1.66
C -5.23 -0.46 0.60
C -5.17 -1.02 -0.82
H -7.35 0.02 3.09
H -9.10 -0.10 2.92
H -8.21 -1.36 3.77
H -8.03 -0.73 0.77
H -8.89 -2.08 1.47
H -6.78 -2.89 0.63
H -6.80 -3.04 2.37
H -4.62 -2.26 1.60
H -5.38 -1.08 2.65
H -4.28 0.05 0.82
H -6.01 0.30 0.66
H -4.36 -1.76 -0.92
H -4.98 -0.22 -1.54
H -6.10 -1.50 -1.11
C 3.67 1.92 9.35
C 2.73 2.93 8.70
C 1.60 2.28 7.89
C 2.07 1.44 6.70
C 2.92 2.19 5.68
C 2.19 3.35 5.01
H 4.18 1.30 8.60
H 4.44 2.42 9.93
H 3.12 1.25 10.02
H 3.30 3.61 8.07
H 2.28 3.54 9.48
H 0.92 3.07 7.55
H 1.01 1.65 8.56
H 1.18 1.04 6.20
H 2.62 0.57 7.06
H 3.24 1.48 4.91
H 3.84 2.55 6.15
H 1.29 2.99 4.50
H 2.83 3.83 4.27
H 1.89 4.11 5.73
```

Output
Charge: +1
2S+1: 1
Energy (eV): -43918.773
Frontier orbital gap (eV): 9.62
LUMO (eV): -3.2

(5)
The following is a DFT calculation (wB97M-V/def2-TZVPD) of 2 unconnected molecules or ions with the total composition C3H5PS.

Structure (XYZ):
```
10
Properties=species:S:1:pos:R:3
C -0.99 0.11 -0.43
C -0.11 0.19 -1.64
C -0.15 -1.12 -0.74
P -0.48 -1.39 -2.50
S 2.25 -0.01 1.04
H -0.60 0.80 0.34
H -2.09 0.02 -0.67
H 0.73 0.99 -1.84
H 0.64 -1.25 -0.02
H 2.64 -0.51 2.32
```

Output
Charge: 0
2S+1: 1
Energy (eV): -23310.855
Frontier orbital gap (spin up / spin down) (eV): 8.88 / 4.88
LUMO (spin up / spin down) (eV): -0.7 / -2.7
Relative energy (zero: lowest compared OMol25 entry of this formula, charge and spin) (kJ/mol): 415.50

(6)
The following is a DFT calculation (wB97M-V/def2-TZVPD) of a molecular structure, C29H31Br3N5Y.

Structure (XYZ):
```
69
Properties=species:S:1:pos:R:3
Y 0.23 0.02 -0.29
C 0.05 0.37 -3.70
N 0.67 0.93 -2.48
C 2.14 0.98 -2.64
C 0.06 2.22 -2.15
C 0.64 3.43 -2.54
C 0.01 4.63 -2.26
C -1.21 4.62 -1.59
C -1.79 3.43 -1.19
C -1.17 2.20 -1.46
N -1.59 0.97 -0.97
C -2.88 0.63 -0.59
C -4.06 1.17 -1.11
C -5.29 0.68 -0.70
C -5.38 -0.34 0.23
C -4.21 -0.90 0.75
C -2.98 -0.42 0.34
N -1.71 -0.94 0.87
C -1.74 -2.39 1.13
C -1.38 -0.23 2.13
H 0.22 1.05 -4.54
H 0.49 -0.60 -3.93
H -1.02 0.27 -3.54
H 2.44 1.54 -3.52
H 2.60 1.45 -1.77
H 2.51 -0.04 -2.75
H 1.58 3.44 -3.07
H 0.46 5.56 -2.56
H -1.71 5.55 -1.37
H -2.73 3.44 -0.65
H -4.01 1.95 -1.86
H -6.19 1.11 -1.12
H -6.34 -0.72 0.54
H -4.29 -1.70 1.47
H -2.41 -2.65 1.95
H -2.06 -2.91 0.23
H -0.74 -2.72 1.40
H -2.10 -0.45 2.92
H -0.38 -0.53 2.48
H -1.40 0.85 1.95
Br 5.07 0.54 5.88
C 4.15 -0.04 4.35
C 4.37 0.60 3.14
C 3.66 0.20 2.02
C 2.77 -0.86 2.11
C 2.57 -1.51 3.32
C 3.26 -1.09 4.45
N 2.05 -1.27 0.93
C 2.23 -2.47 0.54
C 1.49 -3.03 -0.60
C 1.71 -4.33 -1.01
C 0.96 -4.84 -2.06
C 0.00 -4.04 -2.65
C -0.16 -2.74 -2.18
N 0.57 -2.24 -1.18
H 5.09 1.41 3.08
H 3.84 0.69 1.06
H 1.86 -2.33 3.38
H 3.10 -1.59 5.39
H 2.94 -3.13 1.05
H 2.46 -4.93 -0.51
H 1.12 -5.86 -2.41
H -0.62 -4.40 -3.46
H -0.92 -2.09 -2.60
Br 1.18 2.63 1.05
C 0.52 3.02 2.86
Br 0.95 1.68 4.14
H -0.55 3.13 2.77
H 1.00 3.95 3.13
```

Output
Charge: +2
2S+1: 1
Energy (eV): -249186.926
Frontier orbital gap (eV): 5.73
LUMO (eV): -6.8
Relative energy (zero: lowest compared OMol25 entry of this formula, charge and spin) (kJ/mol): 33.45

(7)
The following is a DFT calculation (wB97M-V/def2-TZVPD) of 2 unconnected molecules or ions with the total composition C2H5BrO.

Structure (XYZ):
```
9
Properties=species:S:1:pos:R:3
C -0.55 0.60 0.67
C 0.34 -0.30 -0.16
O -0.04 -1.55 -0.35
Br 2.29 0.02 0.06
H -1.46 0.49 0.18
H -0.67 0.24 1.77
H -0.32 1.64 0.62
H -0.21 1.08 -1.98
H 0.64 -2.22 -0.82
```

Output
Charge: 0
2S+1: 1
Energy (eV): -74240.467
Frontier orbital gap (spin up / spin down) (eV): 9.96 / 7.39
LUMO (spin up / spin down) (eV): 0.3 / -0.4
Relative energy (zero: lowest compared OMol25 entry of this formula, charge and spin) (kJ/mol): 418.09

(8)
The following is a DFT calculation (wB97M-V/def2-TZVPD) of a molecular structure, C15H19AuN6O3S2.

Structure (XYZ):
```
46
Properties=species:S:1:pos:R:3
Au 0.03 -0.68 0.28
C -2.25 -3.95 -4.00
C -2.58 -3.53 -2.62
N -3.71 -3.69 -2.02
N -3.54 -3.14 -0.78
C -2.32 -2.66 -0.60
S -1.80 -1.93 0.88
N -1.68 -2.89 -1.77
N -0.35 -2.57 -2.01
H -3.14 -4.37 -4.45
H -1.47 -4.70 -4.00
H -1.92 -3.10 -4.60
H -4.31 -3.13 -0.13
H 0.13 -3.40 -2.36
H -0.30 -1.83 -2.70
N 3.76 -2.80 4.64
C 2.92 -2.37 3.71
C 3.35 -2.14 2.38
C 2.45 -1.70 1.45
N 1.15 -1.48 1.74
C 0.73 -1.68 3.01
C 1.56 -2.12 3.99
H 4.73 -2.97 4.44
H 3.46 -2.95 5.59
H 4.37 -2.31 2.08
H 2.77 -1.51 0.43
H -0.32 -1.49 3.22
H 1.17 -2.26 4.99
C -0.81 6.84 0.23
C -0.49 5.44 -0.19
C -0.13 4.47 0.76
C 0.19 3.19 0.38
C 0.15 2.86 -0.98
C -0.19 3.80 -1.95
C -0.51 5.08 -1.54
S 0.51 1.26 -1.51
O 1.44 0.61 -0.49
O 0.95 1.23 -2.85
O -0.74 0.37 -1.27
H -0.92 6.93 1.31
H -1.74 7.18 -0.24
H -0.02 7.52 -0.09
H -0.09 4.74 1.81
H 0.50 2.46 1.12
H -0.20 3.54 -2.99
H -0.78 5.82 -2.28
```

Output
Charge: +2
2S+1: 1
Energy (eV): -56293.627
Frontier orbital gap (eV): 6.48
LUMO (eV): -8.1
Relative energy (zero: lowest compared OMol25 entry of this formula, charge and spin) (kJ/mol): 0.00

(9)
The following is a DFT calculation (wB97M-V/def2-TZVPD) of 2 unconnected molecules or ions with the total composition C4H7NO2.

Structure (XYZ):
```
14
Properties=species:S:1:pos:R:3
O -1.69 1.49 -0.71
C -0.97 0.70 -0.16
C 0.29 0.95 0.57
N 1.08 -0.05 0.52
C 0.35 -1.26 0.12
C -1.08 -0.81 -0.27
O -1.55 -1.13 -1.56
H 0.54 1.90 1.03
H 0.85 -1.88 -0.64
H 0.48 -1.82 1.06
H -1.80 -1.13 0.50
H -2.05 -0.34 -1.84
H 2.86 1.82 0.36
H 2.71 1.55 1.03
```

Output
Charge: 0
2S+1: 1
Energy (eV): -9844.303
Frontier orbital gap (eV): 9.85
LUMO (eV): -0.2
Relative energy (zero: lowest compared OMol25 entry of this formula, charge and spin) (kJ/mol): 287.22

(10)
The following is a DFT calculation (wB97M-V/def2-TZVPD) of a molecular structure, C3H4N2O2.

Structure (XYZ):
```
11
Properties=species:S:1:pos:R:3
C 1.65 -1.01 0.22
C -1.73 -0.25 0.13
C 0.20 0.84 -0.02
H 1.80 -0.82 1.52
H 1.48 -2.22 -0.11
H 2.51 -0.52 -0.72
H -2.63 -0.72 0.55
N 0.43 -0.54 -0.24
N -1.16 0.90 0.04
O -0.72 -1.24 -0.19
O 0.88 1.77 -0.03
```

Output
Charge: 0
2S+1: 1
Energy (eV): -10246.239
Frontier orbital gap (eV): 9.73
LUMO (eV): 0.2
Relative energy (zero: lowest compared OMol25 entry of this formula, charge and spin) (kJ/mol): 581.46

(11)
The following is a DFT calculation (wB97M-V/def2-TZVPD) of a molecular structure, C39H31Co2NO5P.

Structure (XYZ):
```
79
Properties=species:S:1:pos:R:3
C 4.74 9.49 -2.61
C 5.59 8.67 -1.90
C 5.29 7.34 -1.73
C 4.13 6.81 -2.27
C 3.79 5.36 -2.11
N 2.94 5.09 -0.95
C 3.27 7.64 -2.97
C 3.58 8.98 -3.14
H 4.98 10.53 -2.75
H 6.50 9.08 -1.48
H 5.96 6.70 -1.18
H 3.31 5.00 -3.03
H 4.71 4.78 -2.01
H 2.24 5.81 -0.85
H 2.44 4.20 -1.03
H 2.37 7.23 -3.39
H 2.91 9.61 -3.70
O -2.17 1.28 -4.27
C -1.96 1.40 -3.16
Co -1.58 1.51 -1.42
C -2.73 2.63 -0.59
O -3.47 3.33 -0.08
C 0.14 2.15 -1.27
O 1.20 2.54 -1.18
C -2.55 -0.18 -0.67
C -1.13 -0.41 -0.90
C -0.73 -1.02 -2.18
C 0.58 -1.32 -2.49
C 0.96 -1.60 -3.83
C 2.28 -1.79 -4.15
C 3.26 -1.75 -3.16
C 2.91 -1.49 -1.84
C 1.60 -1.26 -1.50
Co -1.65 -0.63 1.08
C -2.70 0.46 2.06
O -3.38 1.11 2.70
C 0.00 -0.09 1.50
O 1.07 0.21 1.75
P -1.87 -2.68 1.96
C -0.31 -3.01 2.77
C 0.44 -4.12 2.45
C 1.66 -4.34 3.06
C 2.12 -3.44 4.00
C 1.37 -2.33 4.33
C 0.15 -2.12 3.72
C -3.23 -2.56 3.13
C -3.04 -2.85 4.46
C -4.08 -2.71 5.35
C -5.31 -2.27 4.91
C -5.50 -1.99 3.57
C -4.46 -2.13 2.68
C -2.22 -3.81 0.61
C -3.36 -4.56 0.62
C -3.62 -5.43 -0.43
C -2.73 -5.54 -1.47
C -1.57 -4.77 -1.47
C -1.32 -3.91 -0.43
H -3.17 -1.00 -1.01
H -1.49 -1.09 -2.94
H 0.21 -1.57 -4.60
H 2.56 -1.90 -5.19
H 4.29 -1.88 -3.43
H 3.68 -1.41 -1.09
H 1.35 -0.98 -0.49
H 0.07 -4.80 1.70
H 2.25 -5.19 2.79
H 3.07 -3.61 4.49
H 1.74 -1.61 5.04
H -0.44 -1.24 3.95
H -2.06 -3.17 4.80
H -3.92 -2.90 6.40
H -6.13 -2.16 5.61
H -6.46 -1.61 3.23
H -4.59 -1.88 1.64
H -4.06 -4.46 1.43
H -4.53 -6.01 -0.44
H -2.92 -6.22 -2.28
H -0.88 -4.84 -2.30
H -0.43 -3.30 -0.42
```

Output
Charge: +1
2S+1: 1
Energy (eV): -137205.550
Frontier orbital gap (eV): 5.41
LUMO (eV): -4.9

(12)
The following is a DFT calculation (wB97M-V/def2-TZVPD) of a single C2H5NO2S molecule.

Structure (XYZ):
```
11
Properties=species:S:1:pos:R:3
C -1.67 -0.90 -0.03
O -0.25 -0.61 -0.41
C 0.05 0.66 -0.19
O -0.77 1.54 -0.07
N 1.40 0.87 -0.23
S 2.57 -0.32 -0.17
H -1.56 -0.82 1.03
H -1.91 -1.82 -0.53
H -2.29 -0.02 -0.33
H 1.73 1.84 -0.30
H 2.70 -0.40 1.24
```

Output
Charge: 0
2S+1: 1
Energy (eV): -18574.910
Frontier orbital gap (eV): 10.36
LUMO (eV): 0.7
Relative energy (zero: lowest compared OMol25 entry of this formula, charge and spin) (kJ/mol): 63.59

(13)
The following is a DFT calculation (wB97M-V/def2-TZVPD) of 3 unconnected molecules or ions with the total composition C4H6O2.

Structure (XYZ):
```
12
Properties=species:S:1:pos:R:3
C -0.91 -0.73 1.60
C 0.41 -0.14 1.24
O -0.52 0.77 -0.85
O 1.20 0.35 1.98
H -1.06 1.31 -1.47
H -0.87 -1.16 2.60
H -1.20 -1.48 0.87
H -1.65 0.08 1.63
C 0.60 0.29 -1.51
C 1.10 0.50 -2.63
H 1.94 0.53 -3.30
H 0.95 -0.33 -0.15
```

Output
Charge: 0
2S+1: 1
Energy (eV): -8334.653
Frontier orbital gap (spin up / spin down) (eV): 7.97 / 7.97
LUMO (spin up / spin down) (eV): -0.4 / -0.4
Relative energy (zero: lowest compared OMol25 entry of this formula, charge and spin) (kJ/mol): 560.40